Density functional theory data (wB97M-V/def2-TZVPD) for C22H28O6RhSe2 as an isolated structure.

Geometry as ORCA input:
```
! wB97M-V def2-TZVPD RIJCOSX def2/J DEFGRID3
* xyz -1 1
Rh 0.482 -0.291 0.182
O -0.078 2.997 4.102
C 0.896 2.822 3.075
C 1.805 1.600 3.279
C 2.711 1.837 4.493
O 3.749 0.870 4.632
C 0.954 0.363 3.582
Se -0.476 -0.084 2.327
C 2.674 1.489 2.002
Se 2.672 -0.236 1.085
H -0.825 2.437 3.860
H 1.511 3.726 3.067
H 0.412 2.727 2.100
H 2.100 1.874 5.402
H 3.215 2.802 4.391
H 3.415 0.021 4.324
H 0.423 0.531 4.522
H 1.580 -0.520 3.702
H 3.713 1.720 2.233
H 2.308 2.183 1.247
O 0.469 -2.428 -0.031
C -0.629 -3.032 -0.757
C -1.451 -1.874 -1.433
O -2.261 -2.228 -2.280
O -1.277 -0.701 -0.976
C 0.013 -3.967 -1.773
C 0.358 -5.262 -1.399
C 1.054 -6.092 -2.267
C 1.414 -5.632 -3.525
C 1.076 -4.340 -3.904
C 0.381 -3.513 -3.035
C -1.583 -3.760 0.176
C -1.505 -3.636 1.556
C -2.400 -4.322 2.372
C -3.379 -5.126 1.816
C -3.471 -5.237 0.432
C -2.581 -4.560 -0.382
H 0.834 -3.031 0.629
H 0.068 -5.633 -0.422
H 1.311 -7.098 -1.960
H 1.953 -6.277 -4.207
H 1.351 -3.973 -4.885
H 0.105 -2.514 -3.344
H -0.787 -2.966 2.010
H -2.332 -4.205 3.446
H -4.077 -5.656 2.453
H -4.243 -5.851 -0.013
H -2.659 -4.626 -1.459
C 1.721 2.974 -1.516
C 0.588 1.964 -1.358
C -0.724 2.474 -1.942
O 0.446 1.658 0.001
H 1.870 3.253 -2.562
H 2.649 2.555 -1.124
H 1.481 3.875 -0.946
H 0.880 1.058 -1.930
H -1.018 3.390 -1.422
H -1.501 1.724 -1.806
H -0.627 2.693 -3.009
*
```

Values from the calculation:
frontier orbital gap: 7.161 eV
HOMO: -0.1722 hartree
E_LUMO: 2.477 eV

Density functional theory data (wB97M-V/def2-TZVPD) for C30H18As2Cl4CoO8S as an isolated structure.

Geometry as ORCA input:
```
! wB97M-V def2-TZVPD RIJCOSX def2/J DEFGRID3
* xyz -2 4
Co 1.448 -1.737 -2.201
O -0.327 -2.902 0.741
As 1.031 -1.638 0.924
O 0.888 -0.711 2.252
O 0.979 -0.755 -0.608
C 2.642 -2.838 1.099
C 2.522 -3.920 1.993
C 3.468 -4.882 2.194
C 4.603 -4.829 1.337
C 4.808 -3.830 0.486
C 3.824 -2.724 0.389
S 4.177 -1.624 -0.958
O 5.560 -1.921 -1.298
O 3.803 -0.301 -0.466
O 3.299 -2.084 -2.032
H -0.555 -2.810 -0.250
H 1.557 -3.891 2.516
H 3.238 -5.708 2.805
H 5.378 -5.557 1.508
H 5.689 -3.783 -0.182
Cl -4.421 -3.003 -4.887
C -2.741 -2.732 -4.796
C -2.052 -2.268 -5.918
Cl -2.878 -1.728 -7.308
C -0.586 -2.252 -5.840
Cl 0.350 -2.162 -7.197
C -0.005 -2.172 -4.506
O 1.025 -1.516 -4.127
C -0.742 -2.857 -3.402
O -0.155 -2.974 -2.208
C -2.078 -3.203 -3.645
Cl -2.755 -4.281 -2.554
C -3.655 6.164 1.401
C -2.582 5.642 2.194
C -1.643 4.763 1.595
C -1.952 4.188 0.330
C -2.952 4.753 -0.432
C -3.781 5.755 0.096
As -0.857 2.685 -0.503
C 0.480 2.674 0.924
C 1.460 3.673 1.105
C 2.317 3.574 2.207
C 2.061 2.596 3.193
C 0.991 1.709 3.058
C 0.309 1.640 1.818
C -0.842 0.790 1.536
C -1.472 -0.130 2.429
C -2.759 -0.585 2.111
C -3.267 -0.338 0.825
C -2.624 0.502 -0.048
C -1.468 1.156 0.386
H -4.357 6.878 1.828
H -2.410 5.915 3.244
H -0.816 4.449 2.189
H -3.184 4.346 -1.386
H -4.585 5.992 -0.566
H 1.476 4.601 0.500
H 3.188 4.193 2.270
H 2.756 2.567 4.059
H 0.793 0.967 3.866
H -1.009 -0.421 3.427
H -3.346 -1.086 2.881
H -4.240 -0.778 0.628
H -3.020 0.759 -1.026
*
```

Values from the calculation:
frontier orbital gap (spin up / spin down): 5.799 / 5.911 eV
HOMO (spin up / spin down): -0.0628 / -0.0669 hartree
E_LUMO (spin up / spin down): 4.091 / 4.091 eV

Density functional theory data (wB97M-V/def2-TZVPD) for a 2-piece molecular cluster, C3H6ClNO3 overall.

Geometry as ORCA input:
```
! wB97M-V def2-TZVPD RIJCOSX def2/J DEFGRID3
* xyz 0 3
C -4.297 -0.794 0.401
C 0.432 -1.688 -0.043
C -0.011 0.688 -0.204
N -1.464 -0.909 -1.260
O -3.905 -1.773 0.830
O -4.748 0.134 -0.091
O -0.060 -0.559 -0.880
Cl -1.824 -0.139 -2.717
H 1.552 -1.921 -0.345
H -0.383 -2.410 -0.384
H 0.544 -1.312 0.974
H 1.121 0.886 0.001
H -0.463 0.618 0.760
H -0.404 1.395 -0.915
*
```

Values from the calculation:
frontier orbital gap (spin up / spin down): 5.204 / 9.998 eV
HOMO (spin up / spin down): -0.1685 / -0.3738 hartree
E_LUMO (spin up / spin down): 0.618 / -0.174 eV

Density functional theory data (wB97M-V/def2-TZVPD) for C16H10NNiS4 as an isolated structure.

Geometry as ORCA input:
```
! wB97M-V def2-TZVPD RIJCOSX def2/J DEFGRID3
* xyz -2 2
Ni 0.596 0.255 0.011
S 2.882 0.334 0.001
C 3.384 -1.336 0.001
C 4.755 -1.626 0.003
C 5.232 -2.926 0.002
C 4.330 -3.986 0.000
C 2.971 -3.719 -0.001
C 2.469 -2.409 0.000
S 0.747 -2.159 0.001
H 5.449 -0.792 0.004
H 6.301 -3.116 0.003
H 4.685 -5.011 -0.001
H 2.252 -4.531 -0.002
S -1.457 5.472 0.008
C 0.101 4.825 0.005
C 0.568 3.520 -0.003
C -0.043 2.256 -0.014
C -1.340 1.757 -0.015
C -3.671 0.825 -0.001
C -4.982 0.416 0.002
C -5.302 -0.952 0.003
C -4.249 -1.886 0.002
C -2.950 -1.482 -0.002
N -2.637 -0.123 -0.006
H 0.881 5.587 0.007
H 1.656 3.466 -0.003
H -5.764 1.164 0.004
H -6.332 -1.282 0.006
H -4.462 -2.948 0.005
H -2.097 -2.145 -0.003
S -3.048 2.445 0.001
C -1.390 0.366 -0.019
*
```

Values from the calculation:
frontier orbital gap (spin up / spin down): 4.888 / 5.888 eV
HOMO (spin up / spin down): -0.0017 / -0.0390 hartree
E_LUMO (spin up / spin down): 4.841 / 4.826 eV

Density functional theory data (wB97M-V/def2-TZVPD) for a 8-piece molecular cluster, C26H49N3O5 overall.

Geometry as ORCA input:
```
! wB97M-V def2-TZVPD RIJCOSX def2/J DEFGRID3
* xyz 0 1
C 1.492 -6.209 -9.152
C 2.918 -6.565 -9.344
C 3.417 -6.685 -7.896
O 2.499 -5.783 -7.175
C 1.619 -5.108 -8.029
H 1.008 -7.091 -8.733
H 1.014 -5.818 -10.050
H 3.290 -5.793 -10.017
H 3.007 -7.513 -9.875
H 4.448 -6.339 -7.828
H 3.354 -7.703 -7.509
H 2.196 -4.207 -8.241
H 0.678 -4.731 -7.629
C -4.515 2.049 8.098
C -3.029 1.854 8.129
C -2.473 3.069 7.471
O -3.571 3.816 6.940
C -4.717 3.486 7.709
H -4.906 1.821 9.089
H -5.038 1.317 7.482
H -2.754 1.000 7.510
H -2.580 1.751 9.117
H -1.716 2.887 6.708
H -1.984 3.675 8.233
H -5.568 3.701 7.063
H -4.576 4.046 8.634
C 6.849 5.717 7.940
C 6.071 4.762 6.986
C 6.513 5.324 5.633
O 6.520 6.731 5.820
C 6.779 7.081 7.164
H 7.826 5.336 8.238
H 6.184 5.779 8.802
H 5.000 4.942 7.075
H 6.157 3.718 7.285
H 5.733 4.934 4.979
H 7.524 5.050 5.332
H 5.974 7.713 7.540
H 7.730 7.612 7.214
C -7.353 -3.878 -4.564
C -6.221 -4.846 -4.370
C -6.771 -5.940 -3.603
O -7.991 -5.398 -2.985
C -8.123 -4.058 -3.226
H -7.949 -4.331 -5.356
H -7.002 -2.856 -4.708
H -5.415 -4.412 -3.779
H -5.818 -5.209 -5.316
H -6.078 -6.187 -2.799
H -7.027 -6.695 -4.347
H -7.711 -3.350 -2.507
H -9.101 -3.644 -3.470
C 0.252 -0.295 -1.113
C 0.401 -0.415 0.370
C 1.763 0.203 0.669
O 2.186 0.719 -0.643
C 1.092 0.913 -1.494
H -0.793 -0.178 -1.401
H 0.675 -1.130 -1.671
H 0.470 -1.480 0.590
H -0.423 -0.155 1.034
H 2.425 -0.569 1.062
H 1.653 0.972 1.433
H 1.390 0.858 -2.541
H 0.692 1.887 -1.211
C 4.010 -5.983 0.568
C 4.829 -6.977 1.296
N 5.403 -7.747 1.907
H 4.418 -6.012 -0.442
H 4.164 -4.970 0.940
H 2.966 -6.292 0.540
C -4.863 4.550 0.860
C -5.095 3.674 -0.286
N -5.309 2.959 -1.176
H -3.907 5.070 0.800
H -5.006 4.046 1.816
H -5.562 5.380 0.966
C 2.606 7.424 -5.141
C 2.985 6.295 -5.952
N 3.258 5.423 -6.629
H 3.445 7.694 -4.499
H 1.759 7.057 -4.562
H 2.303 8.258 -5.774
*
```

Values from the calculation:
frontier orbital gap: 9.828 eV
structure (SMILES): C1CCOC1.C1CCOC1.C1CCOC1.C1CCOC1.C1CCOC1.CC#N.CC#N.CC#N
HOMO: -0.3482 hartree
E_LUMO: 0.353 eV

Density functional theory data (wB97M-V/def2-TZVPD) for a 2-piece molecular cluster, C6H8ClP overall.

Geometry as ORCA input:
```
! wB97M-V def2-TZVPD RIJCOSX def2/J DEFGRID3
* xyz 0 3
C -0.089 0.704 1.368
C -0.599 -0.482 1.033
C -1.366 0.570 -1.811
C -1.017 -0.677 -1.748
C 1.275 1.010 0.831
C 0.171 -1.230 0.072
P 1.814 -0.487 -0.166
Cl 2.756 -1.507 1.320
H -0.566 1.415 2.025
H -1.559 -0.843 1.363
H -1.894 0.983 -2.663
H -1.165 1.264 -1.007
H -1.074 -1.516 -2.407
H 1.273 1.897 0.191
H 1.987 1.194 1.641
H 0.050 -2.297 -0.042
*
```

Values from the calculation:
frontier orbital gap (spin up / spin down): 6.903 / 7.156 eV
HOMO (spin up / spin down): -0.2156 / -0.3353 hartree
E_LUMO (spin up / spin down): 1.036 / -1.967 eV

Calculated calculated total energy in order - -6220.074159, -9849.266048, -858.291781, -3771.500744, -1560.299417, -1034.770255 hartree